The following is a DFT calculation (the ωB97M-V functional and the def2-TZVPD basis) of C3H4LiO4Tb as an isolated structure in a non-equilibrium geometry.

The geometry in XYZ format:
```
13
C3H4LiO4Tb | OMol25 | the ωB97M-V functional and the def2-TZVPD basis
O -0.23312 0.23061 1.36030
C -0.34752 1.32930 0.67776
C -0.83494 -0.93204 0.43987
O 0.63748 2.01113 0.36300
O -1.41227 1.28445 -0.09234
C -1.73879 -0.07307 -0.46073
H -1.36448 -1.49208 1.21950
H -0.45097 -1.79043 -0.12066
H -2.80212 -0.22542 -0.25607
H -1.51941 -0.18186 -1.52837
O 3.08220 -0.35227 -0.31943
Tb 2.91147 1.74290 -0.22563
Li 4.07248 -1.55122 -1.05719
```

Computed properties:
* <S²>: 12.765
* energy: -33988.4366 eV
* charge: +2
* HOMO (spin up / spin down): -17.9279 / -17.9322 eV
* E_LUMO (spin up / spin down): -9.458 / -8.928 eV
* energy relative to the best compared isomer or geometry (same formula, charge and spin): 0.0 kJ/mol
* spin multiplicity: 7

The following is a DFT calculation (the ωB97M-V functional and the def2-TZVPD basis) of one molecule with the formula C2H2N4 in a non-equilibrium geometry.

The geometry in XYZ format:
```
8
C2H2N4 | OMol25 | the ωB97M-V functional and the def2-TZVPD basis
C -0.32642 1.02098 -0.10411
N 0.95487 0.66839 -0.11214
C 1.01546 -0.67416 0.02756
N -0.17399 -1.51161 -0.10765
N -1.32518 -0.90914 -0.03757
N -1.54126 0.31841 -0.01409
H -0.74649 2.09250 0.19563
H 2.14301 -1.00537 0.15237
```

Computed properties:
* energy: -8062.7355 eV
* charge: 0
* HOMO: -9.5042 eV
* E_LUMO: -0.657 eV
* energy relative to the best compared isomer or geometry (same formula, charge and spin): 327.7 kJ/mol
* SMILES string: c1ncnnn1

The following is a DFT calculation (the ωB97M-V functional and the def2-TZVPD basis) of C32H22BiN6O4 as an isolated structure.

The geometry in XYZ format:
```
65
C32H22BiN6O4 | OMol25 | the ωB97M-V functional and the def2-TZVPD basis
Bi 0.01894 -0.22587 -0.87962
O -1.05499 3.68563 -2.82968
C -0.64903 2.82355 -1.82650
O -0.02742 1.75957 -2.23272
C -0.94145 3.16981 -0.54986
C -1.88869 4.18951 -0.13079
C -2.52793 4.08871 1.05035
C -2.27367 2.96197 1.94678
C -1.24204 2.16596 1.64853
N -0.44518 2.40211 0.55058
C -0.59656 1.02397 2.38912
O -0.59036 1.31530 3.74111
O 0.73961 1.06522 1.88437
H -0.73285 3.25500 -3.63134
H -2.11463 4.98602 -0.82890
H -3.26551 4.82903 1.33528
H -2.87461 2.78183 2.82562
H -0.25745 0.54430 4.21870
C -4.10765 0.77259 -1.96978
C -4.95346 0.60687 -0.83684
C -4.42307 0.24205 0.34872
C -2.99804 0.01547 0.51861
N -2.21024 0.19564 -0.60879
C -2.78224 0.55842 -1.79252
N -2.59964 -0.33616 1.70451
C -1.24071 -0.46037 2.07331
N -0.31519 -1.18280 1.14677
C 0.47035 -2.01959 1.83581
N 1.56815 -2.69561 1.56847
C 2.16928 -2.82708 0.36231
C 3.46611 -3.40157 0.33926
C 4.09275 -3.62865 -0.85611
C 3.44924 -3.29175 -2.05431
C 2.20447 -2.71688 -1.95552
N 1.57701 -2.48423 -0.79519
C -0.06343 -2.14100 3.21658
C 0.31553 -2.97996 4.25027
C -0.43015 -2.94091 5.42181
C -1.52724 -2.08576 5.53748
C -1.88820 -1.23924 4.49411
C -1.12766 -1.27594 3.33879
H -4.49221 1.07154 -2.93405
H -6.01851 0.79028 -0.92538
H -5.02196 0.11938 1.24089
H -2.08437 0.69513 -2.61311
H 3.92916 -3.64891 1.28473
H 5.08397 -4.06672 -0.87688
H 3.90805 -3.46050 -3.01862
H 1.66405 -2.39959 -2.84511
H 1.16059 -3.64559 4.12592
H -0.16622 -3.58529 6.25195
H -2.10690 -2.08468 6.45340
H -2.73671 -0.57056 4.56440
C 0.67755 1.50908 0.54260
C 1.98128 2.18152 0.18078
C 2.95757 1.56874 -0.58927
C 4.15806 2.21355 -0.85773
C 4.38660 3.48727 -0.35952
C 3.41234 4.10942 0.41228
C 2.21882 3.45873 0.67995
H 2.79365 0.57003 -0.98381
H 4.91119 1.72009 -1.45960
H 5.32008 3.99403 -0.57515
H 3.58338 5.10533 0.80274
H 1.44764 3.93568 1.27390
```

Computed properties:
* energy: -56512.8822 eV
* charge: -1
* HOMO: -2.8310 eV
* E_LUMO: 2.767 eV
* energy relative to the best compared isomer or geometry (same formula, charge and spin): 126.0 kJ/mol

The following is a DFT calculation (the ωB97M-V functional and the def2-TZVPD basis) of an isolated ion of composition C6H11N2O5 and charge +1 in a non-equilibrium geometry.

The geometry in XYZ format:
```
24
C6H11N2O5 | OMol25 | the ωB97M-V functional and the def2-TZVPD basis
C 1.62859 0.17866 0.11768
C -0.66675 1.24776 0.09574
C 1.11451 -1.08465 -0.44914
C -0.19730 -1.34576 0.30335
C 1.25992 2.58851 0.57803
C -1.77237 -0.53073 -1.49391
N 0.66990 1.29971 0.12896
N -1.22236 -0.34981 -0.11094
O 2.70229 0.42567 0.48415
O -1.55959 2.05544 0.21308
O 1.79305 -2.30765 -0.10180
O 0.09632 -1.17599 1.68812
O -2.36208 -0.44373 0.72058
H 0.97274 -1.01282 -1.53131
H -0.49890 -2.39700 0.15889
H 2.16442 2.74783 -0.10680
H 0.57937 3.43302 0.34638
H 1.33658 2.48369 1.66936
H -2.27966 -1.45211 -1.63105
H -2.62538 0.06856 -1.76971
H -1.10482 -0.49548 -2.28071
H 2.61525 -2.17182 0.37142
H 0.32848 -1.99670 2.09435
H -2.97224 0.23539 0.50528
```

Computed properties:
* <S²>: 2.011
* energy: -19603.1225 eV
* charge: +1
* HOMO (spin up / spin down): -10.0053 / -15.3901 eV
* E_LUMO (spin up / spin down): -3.046 / -8.454 eV
* energy relative to the best compared isomer or geometry (same formula, charge and spin): 46.7 kJ/mol
* spin multiplicity: 3

Q: Among the records above, which one has the highest charge?
A: C3H4LiO4Tb